(1)
88
Properties=species:S:1:pos:R:3:forces:R:3 method="wB97M-V/def2-TZVPD" relative_energy_ev=0.000 e_homo_ev="-13.59 / -13.59" gap_ev="6.43 / 4.76" multiplicity=2 charge=+2 energy_ha=-1987.037330 s_squared=0.759
Ir -0.221327 -0.382330 0.140443 -0.2 0.0 -0.1
C 2.985145 -3.565271 -0.448516 0.0 0.0 0.0
C 3.178887 -2.180188 0.182270 0.0 0.0 0.0
C 2.777645 -2.168666 1.653312 0.0 0.0 0.0
C 2.678560 -1.084532 -0.737667 0.1 0.1 0.0
C 3.524935 -0.570516 -1.716967 0.0 0.0 0.0
C 2.815341 0.390652 -2.400539 0.0 0.0 0.0
N 1.601200 0.478431 -1.867177 0.0 0.0 0.0
N 1.493697 -0.418382 -0.851884 0.1 -0.1 0.1
B 0.448065 1.410794 -2.260565 0.0 0.0 0.0
N 0.129162 2.375876 -1.121372 -0.1 0.1 -0.1
C 0.046877 3.713283 -1.201658 0.0 0.0 0.0
C -0.501018 4.183076 -0.034071 0.1 0.0 0.0
C -0.748526 3.045153 0.745031 -0.1 0.1 0.0
N -0.358828 1.948541 0.080651 0.1 -0.1 -0.1
C -1.395070 3.096636 2.103009 0.0 0.0 0.0
C -0.380593 3.403890 3.206226 0.0 0.0 0.0
C -2.244769 1.878948 2.439310 0.0 0.0 0.0
N -0.794459 0.500274 -2.498337 0.1 -0.1 0.0
C -1.657200 0.473459 -3.494658 -0.1 0.0 0.0
C -2.748847 -0.324021 -3.130840 0.1 -0.1 -0.1
C -2.491650 -0.781829 -1.862297 0.0 0.0 0.1
N -1.253099 -0.292987 -1.485706 0.0 0.2 -0.2
C -3.510791 -1.414368 -0.952301 0.0 0.0 0.0
C -3.266136 -2.815038 -0.398823 0.0 0.0 -0.1
C -3.791143 -0.441101 0.194853 0.0 0.0 0.0
H 3.618801 -4.284936 0.069672 0.0 0.0 0.0
H 3.261078 -3.568339 -1.502460 0.0 0.0 0.0
H 1.958981 -3.917596 -0.364311 0.0 0.0 0.0
H 4.255129 -1.990601 0.171428 0.0 0.0 0.0
H 1.740421 -2.445913 1.811569 -0.1 0.0 0.0
H 2.969478 -1.203725 2.120202 0.0 0.0 0.0
H 3.390744 -2.909643 2.167660 0.0 0.0 0.0
H 4.539726 -0.882614 -1.893253 0.0 0.0 0.0
H 3.088704 1.019167 -3.231770 0.0 0.0 0.0
H 0.716384 1.997086 -3.261534 0.0 0.0 0.0
H 0.374675 4.230264 -2.088430 0.0 0.0 0.0
H -0.714846 5.204770 0.228722 0.0 0.0 0.0
H -2.067013 3.956961 2.048125 0.0 0.0 0.0
H 0.279688 2.552432 3.374256 0.0 0.0 0.0
H -0.901530 3.617078 4.140470 0.0 0.0 0.0
H 0.231333 4.270847 2.956964 0.0 0.0 0.0
H -1.646078 0.962893 2.449631 0.0 0.1 0.0
H -3.059928 1.755717 1.728156 0.0 0.0 0.0
H -2.681302 1.991819 3.432351 0.0 0.0 0.0
H -1.473344 1.037906 -4.394980 0.0 0.0 0.0
H -3.632219 -0.514455 -3.715317 0.0 0.0 0.0
H -4.401402 -1.480159 -1.580678 0.0 0.1 0.0
H -2.515815 -2.817871 0.392264 0.0 0.0 0.0
H -2.990406 -3.531452 -1.169463 0.0 0.0 0.0
H -4.191891 -3.161206 0.061278 0.0 0.0 0.0
H -2.914214 -0.386463 0.859413 0.0 0.0 0.0
H -4.627923 -0.792768 0.797467 0.0 0.0 0.0
H -4.011494 0.566838 -0.156658 0.0 0.0 0.0
C 2.533565 1.390518 2.347595 0.0 0.0 0.0
N 1.831493 0.701085 3.424807 0.0 0.1 0.1
C 2.327212 0.919507 4.789298 0.0 0.0 0.0
C 1.168847 0.911469 5.766327 0.0 0.0 0.0
C 0.378711 -0.369347 5.606485 0.0 0.0 0.0
N 0.054381 -0.603427 4.192820 0.0 0.0 0.0
C -0.993796 -1.576808 3.882296 0.0 0.0 0.0
C 0.760022 -0.061412 3.204110 0.3 0.1 -0.2
O 0.395026 -0.322338 1.998315 -0.3 -0.2 0.4
H 2.555184 2.460087 2.557858 0.0 0.0 0.0
H 2.029916 1.232628 1.399556 0.0 0.0 0.0
H 3.560846 1.028622 2.279849 0.0 0.0 0.0
H 2.837587 1.881232 4.798398 0.0 0.0 0.0
H 3.063236 0.149362 5.034478 0.0 0.0 0.0
H 0.526145 1.773654 5.580711 0.0 0.0 0.0
H 1.539858 0.987545 6.786930 0.0 0.0 0.0
H -0.560723 -0.313803 6.154529 0.0 0.0 0.0
H 0.938262 -1.228439 5.985806 0.0 0.0 0.0
H -1.361182 -1.976486 4.823138 0.0 0.0 0.0
H -0.605590 -2.391740 3.275445 0.0 0.0 0.0
H -1.828066 -1.103424 3.361689 0.0 0.0 0.0
O -0.281720 -3.348626 1.011316 0.0 0.0 0.0
B -0.248000 -2.443207 -0.030267 0.0 0.0 0.1
O -0.288910 -3.059850 -1.261074 0.0 0.0 0.0
C -0.396193 -4.415192 -0.976707 0.0 0.0 0.0
C -0.488144 -5.469811 -1.854448 0.0 0.0 0.0
C -0.585336 -6.734752 -1.279902 0.0 0.0 0.0
C -0.586377 -6.912574 0.101501 0.0 0.0 0.0
C -0.490136 -5.834118 0.977254 0.0 0.0 0.0
C -0.397698 -4.592249 0.393856 0.0 0.0 0.0
H -0.481610 -5.323303 -2.925431 0.0 0.0 0.0
H -0.660291 -7.599988 -1.923726 0.0 0.0 0.0
H -0.662416 -7.912388 0.505538 0.0 0.0 0.0
H -0.486940 -5.966120 2.050124 0.0 0.0 0.0


(2)
66
Properties=species:S:1:pos:R:3:forces:R:3 method="wB97M-V/def2-TZVPD" relative_energy_ev=0.566 e_homo_ev="-7.37 / -7.37" gap_ev="6.19 / 6.20" charge=0 energy_ha=-5775.911931
Pt -1.078305 1.644311 -0.039658 -0.2 0.4 -0.2
C 1.360446 -4.315331 -1.460446 0.0 0.0 0.0
C 2.611524 -3.644506 -0.967694 0.0 0.0 0.0
C 3.865539 -4.207502 -1.173890 0.0 0.0 0.0
C 5.022957 -3.582347 -0.734389 0.0 0.0 0.0
C 4.938593 -2.378782 -0.051731 0.0 0.0 0.0
C 3.698255 -1.809786 0.190162 0.0 0.0 0.0
C 2.544873 -2.429185 -0.280444 0.0 0.0 0.0
N 1.270642 -1.855421 -0.044783 0.0 0.0 0.1
C 0.943878 -0.536123 -0.153215 -0.1 0.0 -0.1
N 1.733228 0.233225 -0.919517 0.0 0.0 -0.1
C 1.679556 1.634632 -1.112434 0.0 0.0 0.0
C 0.562295 2.411814 -0.794639 0.1 -0.1 0.0
C 0.645840 3.788752 -1.021145 -0.1 0.0 0.0
C 1.779780 4.363284 -1.561727 0.0 0.0 0.0
C 2.866275 3.568517 -1.894738 0.0 0.0 0.0
C 2.835328 2.203682 -1.673510 0.0 0.0 0.0
C 4.024135 1.350187 -2.031059 0.0 0.0 0.0
N -0.127457 -0.059292 0.406024 0.1 0.0 0.2
C -0.936768 -0.841462 1.282839 0.0 0.0 0.0
C -2.223278 -1.150692 0.843810 0.0 -0.1 0.0
C -3.091902 -1.855343 1.663181 0.0 0.0 0.0
C -2.661212 -2.263964 2.914787 0.0 0.0 0.0
C -1.387288 -1.929072 3.356249 0.0 0.0 0.0
C -0.505338 -1.196970 2.568659 0.0 0.1 0.0
C 0.832815 -0.770905 3.106442 0.1 0.0 -0.1
H 1.604545 -5.176157 -2.079806 0.0 0.0 0.0
H 0.750146 -3.628893 -2.049748 0.0 0.0 0.0
H 0.739996 -4.672845 -0.634000 0.0 0.0 0.0
H 3.931172 -5.150939 -1.702107 0.0 0.0 0.0
H 5.986598 -4.036640 -0.921707 0.0 0.0 0.0
H 5.832820 -1.888542 0.309640 0.0 0.0 0.0
H 3.618595 -0.888430 0.754423 0.0 0.0 0.0
H 0.538945 -2.448954 0.315508 0.0 0.0 0.0
H 2.488594 -0.248638 -1.378714 0.0 0.0 0.0
H -0.196270 4.415621 -0.772817 0.0 0.0 0.0
H 1.813141 5.432141 -1.726627 0.0 0.0 0.0
H 3.755276 4.011627 -2.326384 0.0 0.0 0.0
H 4.827942 1.970682 -2.421722 0.0 0.0 0.0
H 3.785024 0.612952 -2.805032 0.0 0.0 0.0
H 4.417341 0.807504 -1.167191 0.0 0.0 0.0
H -2.534352 -0.856254 -0.153284 0.0 0.0 0.0
H -4.089535 -2.079667 1.310491 0.0 0.0 0.0
H -3.324138 -2.823514 3.562231 0.0 0.0 0.0
H -1.075111 -2.216027 4.353868 0.0 0.0 0.0
H 0.798327 -0.707892 4.193483 0.0 0.0 0.0
H 1.114044 0.210874 2.723474 0.0 -0.1 0.0
H 1.618826 -1.481908 2.841236 0.0 0.0 0.0
Cl -3.267853 0.983107 4.615081 0.0 0.0 0.0
C -2.531889 2.575988 4.385083 -0.1 0.0 0.0
Cl -2.291351 3.372498 5.948200 0.0 0.0 0.0
Cl -3.548240 3.566015 3.336391 0.0 0.0 0.0
C -1.230279 2.389512 3.741601 0.0 0.0 -0.1
N -0.226235 2.235296 3.210035 0.0 0.1 0.1
F -6.745716 1.462557 -3.345512 0.0 0.0 0.0
C -5.624010 1.329988 -2.586222 0.0 0.0 0.0
C -5.696370 0.787824 -1.193928 0.0 -0.1 0.0
F -4.668973 -0.129958 -0.925573 0.0 0.0 0.0
C -5.219818 2.248277 -1.486795 0.1 0.1 0.0
F -5.957036 3.249051 -0.938917 0.0 0.0 0.0
C -3.794457 2.430287 -1.585366 0.0 0.0 0.0
Se -2.806234 3.338227 -0.344831 0.1 -0.2 0.1
C -3.316595 1.687592 -2.718619 0.0 0.0 0.0
F -2.039574 1.566119 -3.065187 0.0 0.0 0.0
C -4.356490 1.098341 -3.333414 -0.1 0.0 0.0
F -4.285218 0.281459 -4.354377 0.0 0.0 0.0


(3)
37
Properties=species:S:1:pos:R:3:forces:R:3 method="wB97M-V/def2-TZVPD" e_homo_ev="-2.08 / -3.56" gap_ev="5.34 / 5.81" multiplicity=6 charge=-1 energy_ha=-1522.589560 s_squared=8.778
Ru -0.732552 2.055982 0.869666 0.0 -0.3 -2.6
Cl 0.624327 3.482327 -0.341243 0.0 0.6 -0.6
Cl 0.849516 1.918130 2.432827 2.2 0.4 2.5
C 2.757301 -1.237022 -0.541531 3.3 1.5 4.2
H 3.185607 -1.968349 0.162902 0.0 0.1 -0.8
H 2.751710 -0.206630 -0.146424 -0.1 -0.3 0.4
C -1.073459 0.834073 -0.562586 0.7 -0.6 -1.4
C 1.926170 -1.406644 -1.574301 -4.7 -0.8 -3.5
H -0.817995 -0.266197 -0.514221 0.0 1.1 0.4
C 1.920688 -0.648061 -2.874339 0.9 -0.7 -0.1
H 0.873289 -1.695739 -1.299509 0.6 0.3 0.0
C 1.497638 0.839347 -2.972194 0.3 0.5 0.1
H 2.982048 -0.719074 -3.240105 -0.9 0.1 -0.1
H 1.240908 -1.191054 -3.538965 0.3 -0.1 -0.3
C 0.023746 1.255186 -3.129053 0.0 0.0 -0.2
H 1.977577 1.455346 -2.212136 0.0 -0.1 0.3
H 1.967537 1.147079 -3.923342 -0.1 0.1 0.2
C -1.092307 1.272105 -2.024945 -0.4 -0.2 0.6
H 0.032276 2.267726 -3.562585 0.2 -0.1 0.4
H -0.371373 0.680826 -3.972970 -0.1 -0.3 0.0
H -1.470600 2.290654 -1.969299 -0.3 0.0 -0.5
H -1.848172 0.567046 -2.384106 -0.5 0.4 -0.4
C -3.193895 -0.139760 2.274654 0.1 0.1 0.3
C -1.826935 0.455018 2.558125 -0.1 -1.1 0.3
O -0.823808 -0.183751 1.771121 -0.4 -0.5 0.3
C -0.365779 -1.511440 2.056432 -0.4 0.6 -0.2
C 0.844700 -1.573607 2.967763 0.0 -0.1 0.2
H -3.416541 -0.090427 1.204776 0.1 0.0 0.1
H -3.930054 0.450065 2.829262 -0.1 -0.2 0.0
H -3.219001 -1.178465 2.611886 -0.2 0.0 0.0
H -1.886134 1.565366 2.306877 0.0 -0.8 0.4
H -1.532526 0.392882 3.622041 -0.3 0.2 -0.3
H -1.196162 -2.110625 2.455614 0.1 0.1 0.0
H -0.092747 -1.940416 1.080641 -0.2 0.1 0.2
H 0.687658 -1.005756 3.891131 0.1 0.0 -0.2
H 0.995654 -2.626166 3.224834 0.1 0.0 0.1
H 1.751690 -1.229964 2.463301 -0.2 0.2 0.1